A 2-piece molecular cluster, C10H16O overall, computed with ωB97M-V/def2-TZVPD.

Calculated values
- Calculated total energy: -465.81188 a.u.
- HOMO-LUMO gap: 9.023 eV
- Relative energy (zero: lowest compared OMol25 entry of this formula, charge and spin): 2.338 eV
- M: 152.24 u
- Charge: 0

Element x y z (Å)
C  -0.860  1.475  -2.263
C  -0.522  0.298  -1.371
C  -0.083  0.895  -0.001
C  -0.896  0.852  1.189
C  -0.544  1.449  2.390
C  0.655  2.147  2.349
O  0.953  2.810  3.499
C  1.468  2.362  1.212
C  1.137  1.733  -0.011
H  -1.555  2.160  -1.807
H  -1.513  1.043  -3.088
H  -0.042  2.150  -2.493
H  -1.451  -0.259  -1.283
H  0.324  -0.182  -1.861
H  -1.891  0.435  1.181
H  -1.199  1.494  3.255
H  1.825  2.927  3.871
H  2.335  2.961  1.159
H  1.861  1.631  -0.811
C  -0.061  -2.814  -0.833
C  0.124  -4.242  -0.315
H  0.298  -2.835  -1.865
H  -1.142  -2.655  -0.958
H  0.412  -1.967  -0.417
H  -0.352  -4.366  0.578
H  1.163  -4.520  -0.331
H  -0.442  -4.982  -0.974

---

C6H6N4O as an isolated structure, computed with ωB97M-V/def2-TZVPD.

Calculated values
- Calculated total energy: -526.35144 a.u.
- HOMO-LUMO gap: 9.264 eV
- Relative energy (zero: lowest compared OMol25 entry of this formula, charge and spin): 4.764 eV
- M: 150.14 u
- Charge: 0

Element x y z (Å)
C  2.651  -0.411  -0.001
C  1.184  -0.159  0.095
C  0.790  1.050  0.035
C  -0.437  1.698  -0.105
C  -3.177  -0.415  0.095
C  -1.063  -0.686  -0.130
H  2.864  -1.395  -0.573
H  3.160  -0.689  0.982
H  3.218  0.532  -0.648
H  1.650  1.780  0.807
H  -4.135  -0.679  0.170
H  0.060  -2.250  0.013
N  -1.440  0.656  0.024
N  -2.761  0.859  -0.073
N  -2.139  -1.471  -0.039
N  0.149  -1.319  -0.417
O  -0.573  2.898  -0.235

---

C22H10Cl2F9N4O3Pb as an isolated structure, computed with ωB97M-V/def2-TZVPD.

Calculated values
- Calculated total energy: -3301.00187 a.u.
- HOMO-LUMO gap: 6.590 eV
- Relative energy (zero: lowest compared OMol25 entry of this formula, charge and spin): 0.188 eV
- M: 827.44 u
- Charge: +1

Element x y z (Å)
Pb  0.703  -0.709  -1.885
Cl  -2.857  4.999  0.630
C  -2.519  3.527  -0.132
C  -1.314  3.299  -0.719
C  -0.991  2.030  -1.285
N  0.180  1.712  -1.743
C  1.257  2.593  -1.771
O  1.213  3.709  -2.215
C  2.513  2.010  -1.201
C  3.436  2.894  -0.652
C  4.599  2.381  -0.099
C  4.806  1.012  -0.140
C  3.844  0.209  -0.735
N  2.717  0.693  -1.235
C  -2.043  0.981  -1.294
C  -3.321  1.306  -0.753
C  -3.556  2.506  -0.158
Cl  -5.054  2.858  0.543
N  -1.721  -0.189  -1.752
C  -2.602  -1.266  -1.776
O  -3.725  -1.217  -2.203
C  -2.016  -2.524  -1.218
C  -2.894  -3.448  -0.666
C  -2.379  -4.617  -0.129
C  -1.011  -4.827  -0.187
C  -0.212  -3.860  -0.780
N  -0.699  -2.728  -1.267
H  -0.571  4.082  -0.751
H  3.223  3.951  -0.679
H  5.329  3.034  0.354
H  5.693  0.573  0.284
H  3.978  -0.860  -0.810
H  -4.107  0.570  -0.818
H  -3.950  -3.233  -0.679
H  -3.028  -5.351  0.325
H  -0.571  -5.722  0.224
H  0.856  -3.997  -0.870
F  -0.946  -0.816  3.524
C  -0.928  -0.757  2.200
F  -1.417  -1.912  1.736
F  -1.796  0.194  1.829
C  0.464  -0.450  1.561
O  0.297  -0.355  0.239
C  1.473  -1.560  1.966
F  2.654  -1.376  1.368
F  1.050  -2.764  1.570
F  1.695  -1.623  3.273
C  0.951  0.920  2.133
F  2.226  1.167  1.813
F  0.231  1.908  1.584
F  0.842  1.038  3.450

---

An isolated ion of composition C3H9N and charge +1, computed with ωB97M-V/def2-TZVPD.

Calculated values
- Calculated total energy: -174.13492 a.u.
- HOMO-LUMO gap (spin up / spin down): 13.495 / 11.090 eV
- Relative energy (zero: lowest compared OMol25 entry of this formula, charge and spin): 0.059 eV
- M: 59.11 u
- 2S+1: 2
- ⟨S²⟩: 0.754
- Charge: +1

Element x y z (Å)
C  0.429  0.209  1.346
N  0.095  -0.226  0.004
C  0.808  0.429  -1.087
C  -1.301  -0.494  -0.293
H  1.369  -0.260  1.636
H  0.440  1.297  1.421
H  -0.334  -0.174  2.024
H  1.057  -0.273  -1.880
H  1.707  0.864  -0.663
H  0.173  1.197  -1.535
H  -1.384  -0.682  -1.357
H  -1.668  -1.374  0.237
H  -1.916  0.351  0.021

---

A 2-piece molecular cluster, C5H8ClNSi overall, computed with ωB97M-V/def2-TZVPD.

Calculated values
- Calculated total energy: -999.63824 a.u.
- HOMO-LUMO gap (spin up / spin down): 6.596 / 6.679 eV
- Relative energy (zero: lowest compared OMol25 entry of this formula, charge and spin): 3.642 eV
- M: 145.66 u
- Charge: 0

Element x y z (Å)
C  -1.695  -1.326  0.581
C  -1.128  -0.177  1.059
C  -1.837  -1.221  -0.789
C  -0.859  0.655  -0.069
C  -0.080  1.756  -0.421
N  -1.336  -0.038  -1.207
Si  3.089  -0.077  0.477
Cl  4.899  -0.304  -0.390
H  -1.929  -2.155  1.236
H  -0.993  0.016  2.158
H  -2.290  -1.936  -1.589
H  0.370  1.751  -1.380
H  0.420  2.527  0.255
H  -1.717  0.453  -1.970
H  1.919  -0.913  0.611
H  3.167  0.988  1.438

---

The molecule C18H21Cl3N4O2, computed with ωB97M-V/def2-TZVPD.

Calculated values
- Calculated total energy: -2448.63476 a.u.
- HOMO-LUMO gap: 9.497 eV
- Relative energy (zero: lowest compared OMol25 entry of this formula, charge and spin): 0.163 eV
- M: 431.75 u
- Charge: 0

Element x y z (Å)
C  0.536  1.073  1.778
C  1.609  0.342  1.053
N  2.888  0.610  1.240
N  3.587  -0.193  0.438
C  5.019  -0.099  0.373
C  5.470  1.156  -0.391
C  5.012  1.100  -1.845
C  6.987  1.285  -0.305
C  2.761  -0.969  -0.293
Cl  3.330  -2.126  -1.404
C  1.461  -0.683  0.087
C  0.221  -1.192  -0.539
O  0.003  -1.048  -1.730
N  -0.662  -1.824  0.278
C  -0.453  -2.105  1.675
C  -1.977  -2.087  -0.251
C  -2.926  -0.936  0.092
O  -2.669  -0.086  0.909
N  -4.085  -0.979  -0.629
C  -5.134  -0.060  -0.506
C  -4.931  1.320  -0.606
Cl  -3.373  1.940  -0.987
C  -5.992  2.201  -0.450
C  -7.269  1.720  -0.230
C  -7.503  0.356  -0.174
C  -6.439  -0.515  -0.307
Cl  -6.718  -2.223  -0.232
H  0.496  0.751  2.818
H  0.752  2.139  1.770
H  -0.432  0.896  1.318
H  5.396  -0.999  -0.117
H  5.394  -0.056  1.399
H  5.006  2.021  0.095
H  3.928  1.038  -1.910
H  5.439  0.233  -2.346
H  5.331  1.994  -2.375
H  7.468  0.425  -0.767
H  7.319  2.181  -0.823
H  7.313  1.347  0.731
H  0.590  -1.945  1.932
H  -1.080  -1.464  2.298
H  -0.709  -3.150  1.872
H  -2.367  -3.024  0.158
H  -1.886  -2.164  -1.339
H  -4.316  -1.840  -1.106
H  -5.806  3.260  -0.520
H  -8.090  2.409  -0.114
H  -8.499  -0.030  -0.022